Below is C21H29N3OsSSi as an isolated structure, with properties calculated with ωB97M-V/def2-TZVPD.

CARTESIAN COORDINATES (ANGSTROEM)
C  -2.5064  -5.2797  -1.5792
C  -0.9025  0.0534  3.9373
N  -1.6692  -3.6753  -0.0940
N  -2.4636  -3.9062  -2.1197
H  2.7251  1.9987  0.6145
H  -3.5219  -5.6653  -1.6404
H  4.5721  -1.1292  -1.6576
H  -1.8520  -5.9240  -2.1645
C  1.1777  -1.1836  3.8562
S  -1.7745  -1.3833  -1.5874
H  4.0668  -5.3542  -1.3493
H  -1.4118  -3.1744  0.7385
C  1.9053  0.7884  -2.3313
H  -3.4263  -2.6973  -3.5438
C  0.1449  -0.5898  4.5841
H  2.8958  0.7762  -2.8006
C  -0.9163  0.1183  2.5524
C  -2.0135  4.0380  -1.6045
H  -1.9327  -3.4773  -4.1175
H  1.9837  -1.6865  4.3749
H  5.4310  -3.3947  -1.9863
H  1.8322  -5.0310  -0.3510
C  -2.0181  -5.1039  -0.1264
H  1.2239  0.2466  -2.9897
H  -1.7028  0.5062  4.5069
Os  -0.2850  -0.1903  -0.1017
H  -1.1461  -5.7142  0.0933
C  1.1778  -1.1352  2.4766
H  1.5834  1.8275  -2.2511
H  0.9532  -2.7682  -0.0064
H  -2.4479  3.4727  -3.6642
C  3.9498  -1.9727  -1.3737
H  4.1189  1.1124  -0.0158
C  -1.8924  4.2360  -3.1230
H  -2.3068  5.2089  -3.3749
H  3.2795  0.5223  1.4276
C  -2.8230  -3.6005  -3.5023
C  3.1378  1.0003  0.4591
H  -3.4090  -4.4314  -3.8843
H  -0.8521  4.2113  -3.4416
H  0.1603  -0.6317  5.6653
H  -1.7439  0.6286  2.0638
C  1.9284  -2.8873  -0.4650
C  -1.4510  2.7557  -1.1784
C  0.1304  -0.4757  1.8152
C  4.4451  -3.2542  -1.5631
N  -0.9836  1.7547  -0.8666
Si  2.1122  -0.0135  -0.6745
C  -1.9663  -3.0697  -1.2371
H  -3.0537  4.0601  -1.2754
H  -2.7954  -5.3233  0.6020
H  -1.4823  4.8164  -1.0533
C  2.4200  -4.1717  -0.6499
H  1.9742  -1.6081  1.9161
C  3.6786  -4.3546  -1.2040
C  2.6770  -1.7647  -0.8238

Computed properties:
strongest force on any atom: 0.692 eV/A
multiplicity: 5
LUMO level (spin up / spin down): -6.2 / -8.1 eV
frontier orbital gap (spin up / spin down): 7.95 / 6.36 eV
charge: +2
calculated total energy: -1759.63324 a.u.
expectation value of S²: 6.03